i) Here is 2 unconnected molecules or ions with the total composition C2H6N2O from the OMol25 dataset. Energies are from the ωB97M-V functional and the def2-TZVPD basis.

Each line ends with the Mulliken charge.
Atoms and positions in Å:
N  -1.091  -1.104  0.295  -0.3375
C  -1.929  -0.059  0.087  0.0155
O  -1.572  1.047  -0.281  -0.5286
H  -0.099  -0.872  0.256  0.3135
H  -1.344  -1.736  1.040  0.2494
H  -3.013  -0.222  0.020  0.3680
C  2.513  0.659  0.043  -0.2594
N  1.911  -0.425  -0.187  -0.4661
H  2.043  1.286  0.803  0.2173
H  3.334  1.114  -0.501  0.2545
H  2.289  -0.957  -0.964  0.1734

The calculation puts the HOMO energy at -9.563 eV. The calculation puts the frontier orbital gap at 10.69 eV. The calculation puts the LUMO energy at 1.126 eV. Its SMILES is NC=O.C=N. The multiplicity is 1.


ii) Here is a molecular structure, C2H6N2O from the OMol25 dataset. Energies are from the ωB97M-V functional and the def2-TZVPD basis.

Each line ends with the Mulliken charge.
Atoms and positions in Å:
C  0.073  0.084  0.546  0.4539
C  0.491  1.682  -0.663  -0.8275
N  0.417  0.265  1.716  -0.5141
N  -0.390  -2.194  0.243  -0.4604
O  -0.170  -0.918  -0.291  -0.1832
H  0.350  1.239  -1.632  0.2847
H  -0.078  2.531  -0.414  0.3106
H  1.617  1.649  -0.581  0.2632
H  0.341  -0.614  2.337  0.2205
H  0.332  -2.387  0.858  0.2048
H  -0.603  -2.692  -0.555  0.2475

The calculation puts the HOMO energy at -9.513 eV. The calculation puts the frontier orbital gap at 10.39 eV. The calculation puts the LUMO energy at 0.879 eV. The multiplicity is 1.


If you had to bet on the most stable structure above, which would it be? Bet on i).